Record 1
The following is a DFT calculation (ωB97M-V/def2-TZVPD) of 15 unconnected molecules or ions with the total composition C36H109N23O15 in a non-equilibrium geometry.

Geometry (Å):
1 C 5.23 -6.72 -4.03
2 O 6.13 -6.24 -4.71
3 N 5.19 -6.89 -2.73
4 N 4.17 -7.32 -4.53
5 H 4.46 -7.38 -2.24
6 H 6.04 -6.57 -2.28
7 H 3.40 -7.63 -3.96
8 H 4.05 -7.34 -5.54
9 C 6.54 2.68 2.34
10 O 6.82 3.37 1.36
11 N 6.01 1.48 2.39
12 N 6.71 3.10 3.55
13 H 5.87 1.11 1.46
14 H 5.79 0.94 3.22
15 H 6.74 2.43 4.30
16 H 6.88 4.06 3.80
17 C 10.30 0.65 -2.69
18 O 11.22 -0.06 -3.02
19 N 10.41 1.50 -1.73
20 N 9.20 0.85 -3.35
21 H 9.63 1.97 -1.30
22 H 11.34 1.60 -1.35
23 H 8.94 0.37 -4.20
24 H 8.68 1.67 -3.07
25 C -7.89 0.74 -1.51
26 O -6.96 1.20 -0.84
27 N -7.89 0.66 -2.81
28 N -8.93 0.23 -0.99
29 H -6.99 0.93 -3.18
30 H -8.50 -0.02 -3.23
31 H -8.92 0.19 0.02
32 H -9.64 -0.10 -1.63
33 C -2.73 0.84 -8.08
34 O -3.32 0.12 -7.26
35 N -2.01 1.88 -7.78
36 N -2.70 0.68 -9.35
37 H -1.36 2.17 -8.49
38 H -2.17 2.33 -6.89
39 H -3.43 0.12 -9.77
40 H -2.36 1.45 -9.91
41 C -0.13 -7.48 -0.03
42 O 0.53 -8.06 -0.86
43 N 0.23 -6.27 0.36
44 N -1.30 -7.86 0.33
45 H -0.40 -5.84 1.02
46 H 1.07 -5.84 0.02
47 H -1.59 -7.41 1.19
48 H -1.50 -8.81 0.06
49 C -3.50 -3.15 4.90
50 O -2.97 -4.03 4.22
51 N -4.13 -2.20 4.35
52 N -3.53 -3.06 6.18
53 H -4.10 -2.19 3.34
54 H -4.45 -1.37 4.83
55 H -2.94 -3.74 6.64
56 H -4.02 -2.30 6.64
57 C 3.38 7.66 -0.15
58 O 2.92 8.69 -0.49
59 N 3.71 6.67 -0.98
60 N 3.52 7.30 1.09
61 H 4.38 5.99 -0.67
62 H 3.62 6.94 -1.95
63 H 4.00 6.46 1.39
64 H 3.12 7.97 1.73
65 C -5.76 4.00 5.76
66 C -5.11 3.91 7.11
67 C -5.61 5.02 8.07
68 O -4.69 5.34 9.09
69 C -5.03 6.63 9.74
70 N -5.47 2.52 7.56
71 H -6.74 3.55 5.60
72 H -5.29 3.36 5.02
73 H -5.70 5.03 5.43
74 H -4.03 4.00 7.06
75 H -6.53 4.72 8.57
76 H -5.72 5.87 7.39
77 H -4.41 6.92 10.59
78 H -6.06 6.57 10.09
79 H -4.93 7.51 9.11
80 H -6.48 2.43 7.50
81 H -5.27 2.35 8.54
82 C -4.22 8.68 -0.70
83 C -5.26 7.58 -0.37
84 C -6.76 8.07 -0.43
85 O -7.00 8.95 0.66
86 C -8.37 9.53 0.79
87 N -5.16 6.48 -1.24
88 H -3.30 8.22 -1.06
89 H -4.06 9.25 0.21
90 H -4.60 9.36 -1.46
91 H -5.06 7.27 0.65
92 H -7.42 7.21 -0.30
93 H -7.02 8.51 -1.40
94 H -8.66 9.98 -0.15
95 H -8.32 10.31 1.55
96 H -9.09 8.90 1.32
97 H -5.77 5.74 -0.93
98 H -4.26 6.03 -1.14
99 C 6.97 -7.38 4.06
100 C 7.39 -8.13 2.83
101 C 8.73 -7.71 2.09
102 O 8.59 -6.34 1.67
103 C 9.76 -5.67 1.09
104 N 7.53 -9.53 3.10
105 H 7.79 -7.35 4.79
106 H 6.14 -7.87 4.57
107 H 6.72 -6.33 3.92
108 H 6.59 -8.19 2.09
109 H 8.95 -8.42 1.29
110 H 9.60 -7.79 2.73
111 H 10.58 -5.29 1.69
112 H 9.36 -4.78 0.61
113 H 10.22 -6.25 0.29
114 H 7.39 -10.13 2.30
115 H 6.66 -9.74 3.57
116 C 2.20 -6.84 -13.28
117 C 1.97 -6.65 -11.73
118 C 1.70 -5.21 -11.24
119 O 1.52 -5.27 -9.81
120 C 0.79 -4.23 -9.40
121 N 0.90 -7.46 -11.24
122 H 3.11 -6.33 -13.60
123 H 1.37 -6.56 -13.92
124 H 2.21 -7.89 -13.59
125 H 2.89 -7.04 -11.30
126 H 0.82 -4.93 -11.81
127 H 2.44 -4.52 -11.65
128 H 0.71 -4.27 -8.31
129 H -0.20 -4.34 -9.85
130 H 1.13 -3.23 -9.67
131 H 0.84 -7.06 -10.31
132 H 0.04 -7.07 -11.60
133 C -5.95 -5.92 -3.08
134 C -6.22 -4.72 -2.19
135 C -6.77 -5.00 -0.75
136 O -8.14 -5.52 -0.81
137 C -8.68 -5.66 0.53
138 N -5.14 -3.71 -2.28
139 H -5.75 -5.78 -4.14
140 H -6.79 -6.59 -2.89
141 H -5.02 -6.37 -2.75
142 H -7.04 -4.18 -2.65
143 H -6.69 -4.05 -0.23
144 H -6.10 -5.60 -0.13
145 H -8.54 -4.79 1.17
146 H -8.25 -6.49 1.08
147 H -9.75 -5.68 0.31
148 H -4.25 -4.14 -2.07
149 H -5.20 -3.48 -3.26
150 C 1.23 6.84 6.51
151 C 2.11 7.70 7.50
152 C 3.14 6.89 8.36
153 O 3.66 7.74 9.35
154 C 4.73 7.22 10.10
155 N 2.82 8.73 6.80
156 H 0.41 7.36 6.01
157 H 0.73 6.04 7.04
158 H 1.82 6.32 5.76
159 H 1.50 8.26 8.20
160 H 3.90 6.39 7.76
161 H 2.56 6.14 8.90
162 H 4.82 7.89 10.96
163 H 5.68 7.48 9.64
164 H 4.74 6.20 10.48
165 H 2.33 9.61 6.72
166 H 3.72 9.02 7.16
167 C 0.60 1.71 -0.34
168 C 0.49 0.86 -1.60
169 C 0.77 -0.65 -1.51
170 O 2.13 -0.85 -1.02
171 C 3.17 -0.75 -1.97
172 N -0.81 0.99 -2.16
173 H 1.55 1.46 0.13
174 H -0.10 1.52 0.48
175 H 0.64 2.79 -0.48
176 H 1.18 1.19 -2.38
177 H 0.62 -1.31 -2.37
178 H 0.06 -0.91 -0.72
179 H 2.85 -1.10 -2.95
180 H 3.86 -1.52 -1.64
181 H 3.52 0.27 -2.17
182 H -0.85 0.16 -2.74
183 H -1.51 0.85 -1.44

Summary:
**Energy above the lowest of the compared OMol25 structures with the same formula, charge and spin**: 275.6 kcal per mole
**Net charge**: 0
**HOMO energy**: -8.89 eV
**DFT total energy**: -3824.84181 a.u.
**E_LUMO**: 0.064 eV
**Spin multiplicity**: 1
**Orbital gap**: 8.95 eV

---

Record 2
The following is a DFT calculation (ωB97M-V/def2-TZVPD) of 4 unconnected molecules or ions with the total composition CH9NO5 in a non-equilibrium geometry.

Geometry (Å):
1 N 0.02 0.28 2.02
2 C -0.88 1.03 1.31
3 O -0.88 0.73 -0.04
4 O -1.49 1.96 1.75
5 H 0.49 -0.45 1.52
6 H 0.68 0.86 2.50
7 H -1.18 1.58 -0.39
8 H 1.19 -3.15 -2.34
9 H 0.11 -3.59 -1.40
10 O 1.06 -3.56 -1.51
11 H -1.37 2.71 -3.21
12 H 0.06 2.75 -2.71
13 O -0.68 2.14 -2.83
14 H 2.84 -2.18 1.02
15 H 1.80 -2.52 -0.07
16 O 2.18 -1.79 0.43

Summary:
**Energy above the lowest of the compared OMol25 structures with the same formula, charge and spin**: 13.8 kcal per mole
**Net charge**: 0
**SMILES**: NC(=O)O.O.O.O
**HOMO energy**: -10.25 eV
**DFT total energy**: -474.48319 a.u.
**E_LUMO**: 0.490 eV
**Spin multiplicity**: 1
**Orbital gap**: 10.74 eV

---

Record 3
The following is a DFT calculation (ωB97M-V/def2-TZVPD) of a molecular structure, C20H17F3N2O6ReS in a non-equilibrium geometry.

Geometry (Å):
1 Re -1.56 1.47 0.46
2 N -2.47 1.82 2.42
3 C -3.16 0.55 2.77
4 C -2.19 -0.56 2.35
5 O -2.03 -1.58 2.99
6 O -1.37 -0.24 1.31
7 H -1.74 2.00 3.12
8 H -3.11 2.58 2.56
9 H -4.08 0.38 2.15
10 H -3.50 0.55 3.78
11 C -2.41 -5.37 0.37
12 C -1.86 -4.18 -0.37
13 C -2.24 -3.84 -1.71
14 C -1.83 -2.64 -2.24
15 C -0.87 -1.86 -1.53
16 C -0.34 -2.27 -0.33
17 C -0.86 -3.43 0.26
18 S -0.55 -0.21 -2.02
19 O 0.81 0.15 -1.67
20 O -0.93 -0.13 -3.43
21 N -1.71 0.70 -1.36
22 C -2.56 1.33 -2.27
23 C -3.54 2.22 -1.38
24 O -4.70 2.45 -1.48
25 O -2.89 2.63 -0.17
26 H -3.31 -5.68 -0.22
27 H -2.75 -5.16 1.41
28 H -1.73 -6.20 0.38
29 H -2.80 -4.58 -2.23
30 H -2.27 -2.22 -3.18
31 H 0.32 -1.62 0.21
32 H -0.63 -3.74 1.28
33 H -3.18 0.62 -2.86
34 H -2.01 1.85 -3.07
35 F 7.60 1.08 0.46
36 C 6.78 1.84 -0.33
37 F 7.40 3.00 -0.63
38 F 6.74 1.12 -1.55
39 C 5.39 2.08 0.14
40 C 4.72 3.29 -0.15
41 C 3.37 3.44 0.23
42 C 2.64 2.33 0.67
43 C 3.34 1.18 0.99
44 C 4.70 1.05 0.77
45 C 1.24 2.45 0.78
46 C 0.02 2.46 0.57
47 H 5.34 4.07 -0.63
48 H 2.87 4.37 0.08
49 H 2.72 0.39 1.47
50 H 5.16 0.09 0.83

Summary:
**Energy above the lowest of the compared OMol25 structures with the same formula, charge and spin**: 14.3 kcal per mole
**Net charge**: 0
**HOMO energy (spin up / spin down)**: -7.67 / -9.24 eV
**DFT total energy**: -2109.25808 a.u.
**E_LUMO (spin up / spin down)**: -0.303 / -1.480 eV
**Spin multiplicity**: 4
**Expectation value of S²**: 3.822
**Orbital gap (spin up / spin down)**: 7.36 / 7.76 eV

---

Record 4
The following is a DFT calculation (ωB97M-V/def2-TZVPD) of a molecular structure, ClNi2 in a non-equilibrium geometry.

Geometry (Å):
1 Ni -0.58 -1.61 0.31
2 Ni 0.18 1.68 -0.02
3 Cl 0.39 -0.08 -0.28

Summary:
**Energy above the lowest of the compared OMol25 structures with the same formula, charge and spin**: 71.9 kcal per mole
**Net charge**: +3
**HOMO energy (spin up / spin down)**: -30.56 / -30.44 eV
**DFT total energy**: -3475.11847 a.u.
**E_LUMO (spin up / spin down)**: -17.772 / -21.040 eV
**Spin multiplicity**: 5
**Expectation value of S²**: 6.008
**Orbital gap (spin up / spin down)**: 12.79 / 9.40 eV

---

Record 5
The following is a DFT calculation (ωB97M-V/def2-TZVPD) of a molecular structure, C15H33ClMnO5P2S3Te.

Geometry (Å):
1 Mn -0.56 -0.45 -0.47
2 C -2.38 -2.09 1.86
3 C -1.10 -2.88 1.65
4 S -0.38 -2.77 0.00
5 C -1.60 -3.56 -1.08
6 C -1.84 -2.73 -2.34
7 S -2.32 -1.02 -2.00
8 C -3.83 -1.24 -1.02
9 C -3.85 -0.38 0.23
10 S -2.31 -0.39 1.18
11 H -2.59 -1.99 2.92
12 H -3.23 -2.58 1.40
13 H -1.26 -3.93 1.89
14 H -0.30 -2.53 2.30
15 H -2.52 -3.73 -0.52
16 H -1.21 -4.54 -1.37
17 H -2.62 -3.18 -2.96
18 H -0.94 -2.64 -2.94
19 H -3.93 -2.30 -0.78
20 H -4.67 -0.98 -1.66
21 H -4.65 -0.70 0.91
22 H -4.05 0.66 -0.01
23 C 4.40 2.54 0.04
24 C 4.04 1.89 1.34
25 O 2.65 1.39 1.30
26 P 2.24 -0.10 1.17
27 O 0.74 -0.09 0.85
28 Te 3.66 -1.44 -0.23
29 O 2.46 -0.84 2.52
30 C 2.46 -0.24 3.87
31 C 1.11 -0.46 4.51
32 H 5.34 3.07 0.16
33 H 3.63 3.26 -0.26
34 H 4.52 1.82 -0.77
35 H 4.04 2.61 2.16
36 H 4.70 1.06 1.61
37 H 2.70 0.82 3.78
38 H 3.26 -0.75 4.39
39 H 0.32 0.01 3.93
40 H 1.11 -0.03 5.50
41 H 0.90 -1.53 4.61
42 Cl 0.01 -0.24 -4.84
43 C 1.58 -0.42 -4.01
44 C 1.43 -0.16 -2.53
45 O 2.06 0.72 -1.97
46 O 0.59 -0.95 -1.93
47 H 2.28 0.28 -4.45
48 H 1.90 -1.45 -4.18
49 C -2.51 2.53 -0.82
50 P -0.82 1.89 -0.98
51 C 0.09 2.85 0.25
52 C -0.32 2.57 -2.58
53 H -2.50 3.59 -1.05
54 H -2.88 2.42 0.19
55 H -3.19 2.04 -1.53
56 H -0.14 3.91 0.11
57 H 1.15 2.68 0.13
58 H -0.21 2.55 1.25
59 H -0.60 3.62 -2.59
60 H -0.83 2.05 -3.40
61 H 0.76 2.47 -2.72

Summary:
**Energy above the lowest of the compared OMol25 structures with the same formula, charge and spin**: 0.0 kcal per mole
**Net charge**: +2
**HOMO energy (spin up / spin down)**: -14.35 / -14.05 eV
**DFT total energy**: -4723.66248 a.u.
**E_LUMO (spin up / spin down)**: -6.606 / -7.477 eV
**Spin multiplicity**: 4
**Expectation value of S²**: 3.798
**Orbital gap (spin up / spin down)**: 7.74 / 6.57 eV

---

- Which formula does entry 1 have?
  C36H109N23O15